This record from the OMol25 dataset describes a structure of composition C15H32LuNO2P2. The level of theory is the ωB97M-V functional and the def2-TZVPD basis.

The value obtained for the frontier orbital gap (alpha / beta) is 4.41 / 4.41 eV. The LUMO energy (alpha / beta) comes out at -8.76 / -8.76 eV.

```
! wB97M-V def2-TZVPD RIJCOSX def2/J DEFGRID3
* xyz 2 1
Lu 0.386 0.672 -0.076
P 2.560 -1.104 0.349
C 2.416 -0.969 -1.418
C 1.172 -1.542 -2.118
N 0.037 -1.009 -1.545
C -1.142 -1.421 -2.129
C -1.218 -2.406 -3.092
C -0.036 -2.934 -3.598
C 1.201 -2.486 -3.122
C -2.359 -0.780 -1.599
P -2.183 1.007 -0.722
H 2.178 -2.815 -3.504
H -2.175 -2.738 -3.424
H -0.037 -3.671 -4.326
H -3.149 -0.601 -2.343
H -2.878 -1.357 -0.804
H 2.431 0.235 -1.608
H 3.438 -1.380 -1.904
H 0.211 3.896 -1.880
O 1.701 1.635 -1.213
H 2.360 2.102 -1.741
H -0.892 2.367 -1.008
O -0.303 3.851 -0.998
H 0.158 4.008 -0.066
C -2.634 2.032 -2.154
H -3.568 1.614 -2.566
H -2.837 3.079 -1.857
H -1.867 1.982 -2.945
C -3.711 0.974 0.239
H -3.663 1.737 1.018
H -4.573 1.180 -0.391
H -3.869 0.004 0.713
C 2.474 -2.902 0.631
H 3.419 -3.347 0.279
H 2.316 -3.104 1.697
H 1.624 -3.315 0.065
C 4.278 -0.633 0.730
H 4.373 -0.464 1.817
H 4.943 -1.447 0.413
H 4.521 0.299 0.210
C -1.712 0.221 3.343
C -0.482 1.121 3.237
C 0.193 1.242 4.597
C 0.534 0.618 2.254
H -1.427 -0.801 3.610
H -2.291 0.174 2.413
H -2.375 0.598 4.122
H -0.825 2.129 2.919
H 0.539 0.259 4.933
H 1.065 1.902 4.548
H -0.502 1.636 5.338
H 1.504 1.130 2.332
H 0.677 -0.479 2.342
*
```

---

This record from the OMol25 dataset describes a cluster of 3 separate species, C15H32N5O7 in total. The level of theory is the ωB97M-V functional and the def2-TZVPD basis.

The value obtained for the frontier orbital gap is 5.10 eV. The LUMO energy comes out at -5.02 eV.

```
! wB97M-V def2-TZVPD RIJCOSX def2/J DEFGRID3
* xyz 1 1
N -3.297 0.356 -3.761
C -3.587 0.950 -4.871
O -3.859 1.638 -6.153
N -2.860 2.563 -6.235
N -1.630 2.406 -6.865
C -0.894 3.749 -6.695
N -1.695 4.780 -5.874
C -2.932 3.943 -5.620
N -3.889 4.582 -4.871
H -1.227 1.570 -7.371
H 0.185 3.977 -7.133
H -4.674 3.989 -4.486
H -3.780 5.601 -4.666
C -1.359 2.668 -2.481
O -1.410 2.608 -1.066
C -2.190 1.520 -0.579
C -1.532 0.883 0.654
O -0.338 0.132 0.379
C 0.807 0.895 -0.043
C 1.415 1.791 1.040
O 0.570 2.907 1.313
C 0.476 3.208 2.699
H -2.287 3.093 -2.873
H -0.524 3.319 -2.763
H -1.177 1.681 -2.919
H -2.338 0.753 -1.345
H -3.169 1.922 -0.294
H -2.242 0.152 1.067
H -1.361 1.613 1.444
H 0.597 1.448 -0.953
H 1.564 0.145 -0.311
H 2.370 2.193 0.683
H 1.604 1.200 1.941
H 0.314 2.304 3.294
H -0.389 3.866 2.844
H 1.378 3.728 3.031
C 1.906 -3.548 0.087
O 2.054 -3.026 1.396
C 0.876 -2.386 1.880
C 0.654 -2.700 3.367
O 0.245 -4.050 3.643
C 1.231 -5.071 3.405
C 2.420 -5.053 4.369
O 3.274 -3.941 4.105
C 3.746 -3.309 5.288
H 1.980 -2.744 -0.650
H 2.718 -4.263 -0.086
H 0.958 -4.084 -0.027
H -0.010 -2.686 1.313
H 1.018 -1.306 1.760
H -0.177 -2.071 3.717
H 1.515 -2.421 3.972
H 1.552 -5.072 2.368
H 0.699 -6.020 3.559
H 3.019 -5.958 4.222
H 2.055 -5.043 5.400
H 2.936 -3.155 6.008
H 4.141 -2.325 5.010
H 4.548 -3.902 5.734
*
```

---

This record from the OMol25 dataset describes a cluster of 2 separate species, C15H32NO2 in total. The level of theory is the ωB97M-V functional and the def2-TZVPD basis.

The value obtained for the frontier orbital gap is 6.93 eV. The LUMO energy comes out at 2.88 eV.

```
! wB97M-V def2-TZVPD RIJCOSX def2/J DEFGRID3
* xyz -1 1
C -1.949 -2.396 2.496
C -1.819 -3.349 1.297
C -0.385 -3.838 1.119
C 0.453 -2.932 0.212
C 1.928 -2.930 0.592
C 2.774 -1.922 -0.187
C 2.532 -0.489 0.265
C 3.285 0.575 -0.567
N 2.477 1.202 -1.617
C 3.723 1.649 0.449
O 4.890 1.574 0.880
O 2.794 2.414 0.782
H -0.979 -2.037 2.827
H -2.581 -1.545 2.274
H -2.407 -2.908 3.338
H -2.135 -2.839 0.391
H -2.471 -4.202 1.466
H -0.364 -4.850 0.718
H 0.110 -3.871 2.087
H 0.066 -1.917 0.253
H 0.366 -3.263 -0.823
H 1.985 -2.652 1.643
H 2.306 -3.944 0.460
H 2.565 -2.008 -1.254
H 3.819 -2.155 0.000
H 2.846 -0.396 1.303
H 1.474 -0.239 0.233
H 4.153 0.116 -1.033
H 2.226 0.529 -2.331
H 1.635 1.571 -1.197
C -0.036 4.117 -0.674
C -1.083 3.441 0.203
C -1.027 1.917 0.121
C -1.271 1.353 -1.281
C -2.591 1.769 -1.931
C -3.831 1.301 -1.176
H -0.196 3.886 -1.730
H -0.069 5.203 -0.568
H 0.967 3.781 -0.396
H -2.083 3.801 -0.068
H -0.925 3.734 1.244
H -1.752 1.493 0.824
H -0.041 1.587 0.463
H -1.226 0.260 -1.230
H -0.451 1.655 -1.938
H -2.623 1.360 -2.946
H -2.622 2.857 -2.042
H -3.840 0.213 -1.083
H -4.743 1.597 -1.698
H -3.874 1.726 -0.172
*
```